[1]
89
Properties=species:S:1:pos:R:3 method="wB97M-V/def2-TZVPD" orbital_gap_ev="7.1 / 7.1" charge=+1 lumo_energy_ha="-0.1144 / -0.1145" e_homo_ev="-10.22 / -10.22" de_lowest_kcal_mol=21.24 energy_ha=-3948.1367 spin_multiplicity=1
Rh 0.6842 0.0741 0.7373
Cl -0.5424 -1.8498 1.4603
C -0.0840 -3.2270 0.4771
C -0.5725 -4.4591 0.8839
C -0.2187 -5.5799 0.1549
C 0.6168 -5.4603 -0.9511
C 1.0866 -4.2178 -1.3306
C 0.7287 -3.0628 -0.6256
P 1.3488 -1.4240 -1.1251
C 0.7761 -1.2298 -2.8459
C 1.2549 -0.1485 -3.5888
C 0.9058 0.0063 -4.9190
C 0.0451 -0.9001 -5.5208
C -0.4728 -1.9494 -4.7814
C -0.1067 -2.1196 -3.4527
C 3.1343 -1.8034 -1.3328
C 3.7472 -2.6890 -0.4424
C 5.0997 -2.9724 -0.5445
C 5.8644 -2.3745 -1.5363
C 5.2651 -1.5002 -2.4283
C 3.9094 -1.2165 -2.3303
H -1.2072 -4.5331 1.7561
H -0.5869 -6.5506 0.4583
H 0.9045 -6.3386 -1.5124
H 1.7457 -4.1279 -2.1853
H 1.8924 0.6006 -3.1327
H 1.2809 0.8558 -5.4735
H -0.2391 -0.7724 -6.5566
H -1.1654 -2.6451 -5.2365
H -0.5280 -2.9439 -2.8962
H 3.1658 -3.1778 0.3278
H 5.5536 -3.6670 0.1501
H 6.9198 -2.5978 -1.6184
H 5.8483 -1.0399 -3.2148
H 3.4667 -0.5495 -3.0558
I 3.0859 -0.5878 2.0712
C 1.9307 -0.5279 3.8060
C 2.4167 -1.1649 4.9095
C 1.7291 -1.0512 6.1332
C 0.6324 -0.2475 6.2102
C 0.1426 0.4412 5.0733
C -0.9330 1.3515 5.2152
C -1.3611 2.0484 4.1321
C -0.8063 1.7881 2.8584
C 0.1977 0.8816 2.6151
C 0.7489 0.2583 3.7983
H 3.3340 -1.7355 4.8571
H 2.0994 -1.5715 7.0058
H 0.1206 -0.1068 7.1541
H -1.3791 1.4927 6.1914
H -2.1593 2.7751 4.2235
H -1.2789 2.3246 2.0470
O -0.2644 2.8615 -3.2752
S -1.4333 2.1217 -2.9324
O -2.1689 1.4224 -3.9291
O -1.0104 1.0060 -1.8155
C -2.4905 3.0640 -1.8982
C -3.3385 4.0418 -2.3954
C -4.1564 4.7006 -1.4936
C -4.1313 4.3588 -0.1436
C -3.2852 3.3646 0.3243
C -2.4351 2.7171 -0.5640
P -1.1945 1.3621 -0.2301
C 0.2031 2.5728 0.0168
C 1.4723 2.1050 -0.3329
C 2.6226 2.8517 -0.0548
C 2.4994 4.0889 0.5344
C 1.2300 4.5772 0.8581
C 0.0986 3.8221 0.6351
C -2.5815 0.2187 0.2824
C -3.2860 -0.3649 -0.7728
C -4.3957 -1.1546 -0.5095
C -4.8276 -1.3502 0.7941
C -4.1316 -0.7626 1.8389
C -3.0060 0.0098 1.5885
H -3.3674 4.2686 -3.4530
H -4.8313 5.4698 -1.8427
H -4.7928 4.8662 0.5462
H -3.3046 3.0851 1.3718
H 1.5630 1.2232 -0.9620
H 3.5958 2.4622 -0.3240
H 3.3765 4.6899 0.7317
H 1.1301 5.5645 1.2899
H -0.8689 4.2244 0.9038
H -2.9804 -0.2206 -1.7999
H -4.9277 -1.6104 -1.3344
H -5.7014 -1.9564 0.9922
H -4.4567 -0.9092 2.8608
H -2.4647 0.4306 2.4242

***

[2]
14
Properties=species:S:1:pos:R:3 method="wB97M-V/def2-TZVPD" orbital_gap_ev="8.6 / 7.3" charge=0 lumo_energy_ha="0.0113 / 0.0133" e_homo_ev="-8.30 / -6.93" de_lowest_kcal_mol=74.22 energy_ha=-532.3276 spin_multiplicity=1
C 1.3726 0.8238 0.6466
C 1.3266 -1.2873 -0.4453
N -2.9118 0.3757 -0.5333
N 0.7600 0.0689 -0.3373
P -1.7714 -0.3381 0.4415
H 1.7080 0.3861 1.6527
H 2.2492 1.1273 0.1361
H 0.7080 1.6769 0.9782
H 1.6467 -1.3414 -1.4593
H 2.0351 -1.5733 0.3426
H 0.5211 -1.9991 -0.4922
H -2.5360 1.2533 -0.9448
H -3.5397 0.0049 -1.2679
H -1.5685 0.8224 1.2825

***

[3]
217
Properties=species:S:1:pos:R:3 method="wB97M-V/def2-TZVPD" orbital_gap_ev=7.6 charge=0 smiles="CN(C)P(=O)(N(C)C)N(C)C.CN(C)P(=O)(N(C)C)N(C)C.CN(C)P(=O)(N(C)C)N(C)C.CN(C)P(=O)(N(C)C)N(C)C.CN(C)P(=O)(N(C)C)N(C)C.CN(C)P(=O)(N(C)C)N(C)C.CN(C)P(=O)(N(C)C)N(C)C.C[N+](=O)[O-].C[N+](=O)[O-]" lumo_energy_ha=-0.0130 e_homo_ev=-7.92 de_lowest_kcal_mol=0.00 energy_ha=-6232.3254 spin_multiplicity=1
O -5.2448 1.3593 4.5773
P -4.3469 2.4084 4.0637
N -5.0944 3.8566 3.7117
C -6.3136 4.1958 4.4551
C -4.4622 4.9642 3.0054
N -3.4959 1.9220 2.7161
C -3.6948 0.6092 2.1556
C -2.3805 2.7044 2.2088
N -3.1089 2.8172 5.1395
C -2.2869 1.7199 5.6442
C -3.3385 3.9104 6.0838
H -6.7837 5.0734 4.0147
H -6.0881 4.4206 5.4988
H -7.0340 3.3866 4.3578
H -5.0154 5.8783 3.2028
H -4.4155 4.7532 1.9383
H -3.4523 5.1760 3.3737
H -4.6663 0.2102 2.4421
H -3.6461 0.6034 1.0644
H -2.9790 -0.1115 2.5695
H -2.7420 3.3542 1.3872
H -1.9682 3.3992 2.9363
H -1.6488 2.0644 1.7185
H -1.3186 2.0960 5.9734
H -2.8204 1.2108 6.4517
H -2.0891 1.0005 4.8494
H -4.3513 3.8938 6.4913
H -2.9922 4.8628 5.6715
H -2.6816 3.7693 6.9486
O 5.8694 -1.4408 -0.3081
P 6.2488 -0.1951 0.3895
N 5.0565 0.8749 0.7956
C 4.0675 0.4574 1.7878
C 4.4730 1.7735 -0.2156
N 7.3379 0.7011 -0.5305
C 7.9674 0.0931 -1.6839
C 7.9822 1.9140 -0.0735
N 6.9591 -0.5435 1.8727
C 7.3251 0.5197 2.8210
C 7.8093 -1.7165 1.9546
H 3.3930 -0.2875 1.3387
H 3.5110 1.3248 2.1411
H 4.5474 -0.0644 2.6168
H 5.2436 2.2651 -0.8045
H 4.0260 2.5615 0.3895
H 3.7560 1.2343 -0.8359
H 8.2859 0.8280 -2.4257
H 8.8879 -0.4610 -1.4460
H 7.2550 -0.6194 -2.0947
H 8.1574 2.5587 -0.9455
H 7.3185 2.5597 0.5073
H 8.9354 1.7321 0.4275
H 6.4207 0.9890 3.2133
H 7.8900 0.0581 3.6288
H 7.9740 1.2854 2.3925
H 7.8101 -2.2244 2.9188
H 8.8506 -1.4728 1.6782
H 7.5084 -2.4259 1.1781
O -1.5519 6.3289 -2.5539
P -2.7093 5.4483 -2.7668
N -3.9067 5.5127 -1.5654
C -5.1645 4.7992 -1.6359
C -3.5215 5.9578 -0.2330
N -2.2813 3.8326 -2.8687
C -3.0294 2.7669 -3.5061
C -1.1205 3.4146 -2.0862
N -3.5995 5.7633 -4.1472
C -2.8657 5.5065 -5.3776
C -4.4317 6.9537 -4.2041
H -5.1638 4.0177 -0.8575
H -5.3867 4.3732 -2.6038
H -5.9866 5.4788 -1.3682
H -3.1348 5.0958 0.3338
H -4.3681 6.4204 0.2723
H -2.6910 6.6479 -0.3539
H -4.0781 2.9015 -3.2365
H -2.9341 2.7321 -4.5905
H -2.8725 1.7938 -3.0414
H -1.1520 3.9120 -1.1147
H -1.0858 2.3375 -1.9562
H -0.1929 3.7208 -2.5763
H -2.0099 6.1864 -5.5156
H -2.3591 4.5384 -5.3344
H -3.5018 5.5504 -6.2586
H -5.0250 6.8905 -5.1149
H -3.8276 7.8688 -4.2156
H -5.0948 7.0288 -3.3441
O 0.7724 0.7342 7.1831
P 1.7604 0.4215 6.1296
N 1.6944 -1.1513 5.5945
C 2.5899 -1.7066 4.5916
C 0.3454 -1.7740 5.4779
N 3.3338 0.7171 6.5739
C 4.5008 0.5692 5.7215
C 3.5934 1.3354 7.8709
N 1.5939 1.3236 4.7298
C 0.7265 0.9018 3.6392
C 1.8640 2.7556 4.8454
H 2.8057 -0.9507 3.8206
H 2.1075 -2.5262 4.0660
H 3.5643 -2.0311 4.9545
H 0.0577 -1.7185 4.4236
H -0.3534 -1.2436 6.1151
H 0.4493 -2.8342 5.6952
H 4.7542 -0.4928 5.6239
H 4.2922 0.8981 4.7013
H 5.3498 1.0383 6.2068
H 4.1439 0.6290 8.5034
H 4.1885 2.2456 7.7698
H 2.6520 1.5394 8.3742
H 1.0571 0.0164 3.0905
H -0.2359 0.5971 4.0640
H 0.5359 1.7372 2.9726
H 1.3326 3.2534 5.6637
H 1.6064 3.2904 3.9328
H 2.9395 2.8921 5.0042
O 5.0678 -3.8700 -6.8573
P 4.8588 -3.8286 -5.3962
N 3.3441 -3.2152 -5.0627
C 2.6300 -2.5263 -6.1083
C 2.9232 -2.8860 -3.7096
N 6.0272 -2.9558 -4.5780
C 6.5350 -1.7677 -5.2156
C 6.1712 -3.0211 -3.1152
N 4.8046 -5.3064 -4.5769
C 6.0205 -6.0941 -4.4623
C 3.5954 -6.0850 -4.6661
H 2.8427 -3.0336 -7.0458
H 2.8230 -1.4498 -6.2070
H 1.5405 -2.5927 -6.0060
H 3.3863 -3.5522 -2.9827
H 1.8450 -3.0576 -3.6495
H 3.1530 -1.8497 -3.4400
H 5.8988 -0.9171 -4.9706
H 7.5900 -1.5789 -4.9925
H 6.6030 -1.9570 -6.2889
H 7.1769 -2.6663 -2.8861
H 5.4732 -2.3653 -2.6007
H 6.0718 -4.0623 -2.8277
H 5.8930 -6.7979 -3.6402
H 6.2847 -6.5978 -5.4001
H 6.8606 -5.4315 -4.2426
H 2.6978 -5.5164 -4.4317
H 3.6173 -6.7993 -3.8353
H 3.4930 -6.5906 -5.6277
O -1.8829 -3.7200 3.9585
P -3.2319 -3.5697 3.3784
N -4.2384 -2.6720 4.3677
C -3.6954 -1.9166 5.4923
C -5.6685 -2.5397 4.1740
N -4.1013 -4.9805 3.0830
C -3.4995 -5.8743 2.0985
C -4.6188 -5.6524 4.2765
N -3.2193 -2.7158 1.9413
C -1.9629 -2.7329 1.1596
C -4.4304 -2.4860 1.1501
H -2.9240 -2.4972 5.9977
H -4.4878 -1.6628 6.1954
H -3.2834 -0.9589 5.1533
H -6.0702 -3.2277 3.4294
H -5.9168 -1.5156 3.8613
H -6.2312 -2.7137 5.0993
H -4.1411 -6.7404 1.9336
H -3.4767 -5.4085 1.1092
H -2.4917 -6.1514 2.4185
H -3.8278 -6.0197 4.9493
H -5.2744 -4.9746 4.8119
H -5.1061 -6.5791 3.9645
H -1.1378 -2.2843 1.7092
H -1.6998 -3.7532 0.8640
H -2.1352 -2.1647 0.2486
H -4.9966 -1.7661 1.7366
H -4.9459 -3.4187 0.9091
H -4.2446 -1.9897 0.1978
O -1.2038 -2.1409 -7.0865
P -2.3020 -2.4995 -6.1773
N -2.7208 -1.3769 -5.0063
C -3.4793 -0.2092 -5.4285
C -1.5872 -1.0861 -4.0962
N -1.8989 -3.8643 -5.2769
C -2.6988 -4.4340 -4.2280
C -0.7597 -4.6996 -5.6539
N -3.7546 -2.8402 -6.9232
C -3.6979 -3.4811 -8.2298
C -5.0107 -2.9894 -6.2062
H -4.4514 -0.5193 -5.8208
H -2.9731 0.3050 -6.2535
H -3.7137 0.4654 -4.6122
H -1.8537 -0.3446 -3.3512
H -0.7609 -0.7169 -4.7159
H -1.2904 -2.0078 -3.6005
H -2.1233 -4.9175 -3.4394
H -3.4148 -3.7059 -3.8438
H -3.3616 -5.2182 -4.6371
H -0.0572 -4.7354 -4.8170
H -1.1244 -5.6863 -5.9512
H -0.2246 -4.2389 -6.4830
H -3.5414 -4.5590 -8.1144
H -4.6508 -3.2996 -8.7320
H -2.9259 -3.0186 -8.8376
H -5.2935 -4.0427 -6.2879
H -5.7581 -2.3382 -6.6635
H -4.9391 -2.7281 -5.1545
C 0.9846 5.9156 0.0428
N 1.1812 4.4963 0.4700
O 1.8530 3.8203 -0.2661
O 0.8720 4.1817 1.5832
H 0.1182 6.3149 0.5575
H 0.8456 5.9723 -1.0279
H 1.8735 6.3745 0.4705
C 0.5596 0.8593 0.1742
N 0.0073 -0.1263 -0.8119
O -1.1939 -0.2509 -0.9895
O 0.8404 -0.8128 -1.3680
H -0.2838 1.3969 0.5880
H 1.1756 1.4872 -0.4595
H 1.0680 0.3235 0.9620

***

[4]
87
Properties=species:S:1:pos:R:3 method="wB97M-V/def2-TZVPD" orbital_gap_ev=5.9 charge=0 lumo_energy_ha=-0.0375 e_homo_ev=-6.89 de_lowest_kcal_mol=0.00 energy_ha=-3958.9979 spin_multiplicity=1
Be -0.1159 -0.1591 0.0560
Cl 3.1208 -7.7710 -4.4239
C 2.5208 -6.3850 -3.5569
C 2.0304 -5.3001 -4.2637
C 1.5511 -4.2020 -3.5645
C 1.5568 -4.1739 -2.1723
C 2.0594 -5.2785 -1.4901
C 2.5405 -6.3864 -2.1726
C 1.0362 -2.9895 -1.4271
C -0.3173 -2.6935 -1.5035
C -1.2522 -3.4895 -2.2541
C -2.4036 -2.7898 -2.2945
C -2.1717 -1.5818 -1.5507
C -3.0900 -0.5445 -1.4930
C -4.3519 -0.6612 -2.2864
C -4.3915 -0.2831 -3.6246
C -5.5582 -0.3936 -4.3679
C -6.6971 -0.8945 -3.7605
Cl -8.1662 -1.0430 -4.6846
C -6.6869 -1.2808 -2.4312
C -5.5125 -1.1587 -1.7022
C -2.8902 0.5700 -0.7015
N -1.8451 0.7256 0.1728
C -2.1817 1.8250 0.9095
C -1.4768 2.2796 2.0163
C -2.0403 3.3932 2.8317
C -1.3827 4.6170 2.9339
C -1.9043 5.6533 3.6945
C -3.1012 5.4621 4.3629
Cl -3.7638 6.7538 5.3236
C -3.7791 4.2584 4.2792
C -3.2440 3.2334 3.5134
C -0.2615 1.7262 2.3871
C 0.4723 2.1431 3.5559
C 1.6750 1.5423 3.4873
C 1.6687 0.7473 2.2854
N 0.4546 0.8168 1.6474
C 2.7845 0.0693 1.8199
C 2.7108 -0.8191 0.7538
C 3.8369 -1.5512 0.2333
C 3.3399 -2.4269 -0.6644
C 1.9186 -2.2067 -0.7030
N 1.5497 -1.1857 0.1322
C 4.0869 0.2791 2.5145
C 4.7278 -0.7698 3.1688
C 5.9375 -0.5796 3.8198
C 6.5157 0.6779 3.8162
Cl 8.0339 0.9256 4.6309
C 5.9026 1.7416 3.1772
C 4.6922 1.5340 2.5323
C -3.4084 2.4175 0.4385
C -3.8498 1.6336 -0.5659
N -0.9074 -1.5521 -1.0202
H 2.0257 -5.3176 -5.3450
H 1.1630 -3.3494 -4.1085
H 2.0684 -5.2704 -0.4071
H 2.9244 -7.2453 -1.6391
H -1.0371 -4.4485 -2.6961
H -3.3310 -3.0519 -2.7780
H -3.4932 0.1008 -4.0928
H -5.5871 -0.0982 -5.4079
H -7.5872 -1.6705 -1.9756
H -5.4943 -1.4557 -0.6607
H -0.4465 4.7614 2.4078
H -1.3909 6.6020 3.7693
H -4.7100 4.1255 4.8132
H -3.7644 2.2856 3.4497
H 0.1026 2.8060 4.3211
H 2.4937 1.6107 4.1851
H 4.8638 -1.4138 0.5304
H 3.8743 -3.1550 -1.2534
H 4.2650 -1.7489 3.1767
H 6.4265 -1.3960 4.3335
H 6.3692 2.7171 3.1860
H 4.2061 2.3639 2.0326
H -3.8639 3.3092 0.8376
H -4.7464 1.7421 -1.1557
C 1.8598 2.6915 -0.5371
C 1.1594 1.8592 -1.5721
C 1.2700 2.1342 -3.0397
O 0.4889 0.9130 -1.2036
H 2.4060 3.5314 -0.9591
H 2.5417 2.0374 0.0140
H 1.1158 3.0422 0.1818
H 1.8124 3.0498 -3.2606
H 0.2649 2.1777 -3.4606
H 1.7787 1.2851 -3.5013

***

[5]
22
Properties=species:S:1:pos:R:3 method="wB97M-V/def2-TZVPD" orbital_gap_ev=9.1 charge=+1 lumo_energy_ha=-0.1863 e_homo_ev=-14.13 de_lowest_kcal_mol=85.70 energy_ha=-616.0635 spin_multiplicity=1
C -1.4987 1.1241 0.5165
C -1.8761 -0.2944 0.4317
C 0.9453 -0.5280 0.4855
C 1.3760 0.9640 0.4161
C -2.9985 -0.3074 -0.6310
C 1.5076 -1.8213 -0.0813
C 2.5700 1.2362 -0.4663
P -0.2871 0.4426 -0.7236
H -2.1014 1.9063 0.1159
H -1.1356 1.4739 1.4945
H -1.7970 -1.2433 1.0983
H 0.5429 -0.8160 1.3585
H 1.0125 1.4042 1.3567
H -2.9008 0.3988 -1.4480
H -4.0363 -0.1660 -0.0797
H -2.9464 -1.2094 -1.0820
H 1.6623 -1.7831 -1.1170
H 0.9446 -2.7339 0.2151
H 2.4420 -1.9292 0.2754
H 2.2885 1.1413 -1.4971
H 3.2380 0.4819 -0.4208
H 3.0483 2.2587 -0.2172

***

> What is the charge in the second record?

0

***

> What is the charge in the third record?

0